A) 14 unconnected molecules or ions with the total composition C56H154N14O14. Source: OMol25; level of theory: wB97M-V/def2-TZVPD.

```
238
Properties=species:S:1:pos:R:3:mulliken_charge:R:1
C -3.97686 15.67260 -18.87797 -1.344
C -2.67277 16.33409 -19.30412 -0.138
C -2.83365 17.82544 -19.44707 1.596
O -1.73963 18.36388 -20.12902 -0.604
C -1.87310 19.74921 -20.33695 0.111
N -1.64592 15.94617 -18.32377 -0.637
H -4.77992 15.80348 -19.60754 0.119
H -4.27882 16.09216 -17.90936 0.166
H -3.86827 14.60254 -18.71597 0.468
H -2.41590 15.87226 -20.26234 0.525
H -2.86030 18.26696 -18.43177 -0.425
H -3.79173 18.10781 -19.91005 0.232
H -1.02344 20.08915 -20.93576 0.295
H -1.81069 20.38523 -19.43709 -0.368
H -2.79841 20.01104 -20.86431 0.100
H -0.75383 16.34144 -18.64481 0.427
H -1.76557 16.54301 -17.50040 -0.050
C 0.88227 22.82044 -17.95029 -0.868
C 1.00514 22.13002 -19.29527 1.525
C 0.41765 22.94617 -20.41236 -1.072
O -0.99853 22.94407 -20.33935 0.177
C -1.61698 23.66301 -21.37921 -0.918
N 2.45536 21.90407 -19.53862 -0.791
H 1.11847 22.10454 -17.16108 0.266
H -0.12114 23.20598 -17.76034 -0.354
H 1.56427 23.66985 -17.85897 0.580
H 0.54884 21.13805 -19.26378 -0.479
H 0.75134 22.63230 -21.41402 0.442
H 0.75742 23.99455 -20.28458 0.219
H -2.69172 23.49369 -21.36203 0.104
H -1.21418 23.34399 -22.34950 0.421
H -1.46522 24.74445 -21.25185 0.291
H 2.92871 22.80136 -19.42531 0.305
H 2.60480 21.68219 -20.52243 0.284
C -1.91688 20.87353 -13.78889 -0.854
C -2.36026 22.16395 -14.43332 1.486
C -3.27638 21.88201 -15.59090 -0.650
O -3.30747 22.97421 -16.47037 0.220
C -3.14987 22.68633 -17.85494 0.344
N -3.10886 22.91980 -13.40550 2.237
H -1.40979 20.23252 -14.50753 -0.364
H -2.79641 20.29170 -13.49088 -0.132
H -1.26395 20.98184 -12.92262 0.297
H -1.48207 22.78909 -14.65297 -0.267
H -4.28004 21.68430 -15.20028 -0.234
H -2.90587 20.99248 -16.11713 -0.349
H -3.51512 23.54197 -18.42127 -0.777
H -3.82352 21.86580 -18.15102 0.341
H -2.12849 22.39099 -18.09730 0.063
H -2.53698 23.03262 -12.56144 -0.584
H -3.27546 23.87106 -13.74211 -0.541
C -4.85589 18.26212 -23.21904 -1.222
C -5.81765 17.29598 -22.55032 0.647
C -6.45654 17.85885 -21.28080 -0.934
O -5.49257 18.15033 -20.30801 -0.329
C -6.05953 18.35456 -19.03066 -1.618
N -6.85303 16.90967 -23.51761 -0.719
H -4.06262 18.53808 -22.52411 0.159
H -5.37542 19.17281 -23.53618 0.352
H -4.39789 17.81074 -24.09810 0.368
H -5.23683 16.42226 -22.23343 0.162
H -7.13973 17.06356 -20.93963 0.370
H -7.04486 18.76536 -21.50952 0.259
H -5.25384 18.58871 -18.33839 0.405
H -6.46433 17.40107 -18.65542 0.411
H -6.86680 19.08706 -19.11944 0.712
H -7.55945 16.31288 -23.09276 0.288
H -7.36124 17.75858 -23.76863 0.301
C 0.60081 23.38777 -11.10895 -2.146
C -0.50929 23.95004 -10.23395 2.716
C -0.08086 25.20453 -9.49056 -2.012
O -1.16162 25.59304 -8.66407 -0.402
C -0.79926 26.48242 -7.66021 -0.849
N -1.73853 24.13135 -11.07630 0.003
H 1.15631 22.57901 -10.62065 0.121
H 1.43408 24.08180 -11.30896 0.507
H 0.27171 23.07252 -12.09890 0.532
H -0.89259 23.23839 -9.49449 0.038
H 0.21954 26.01386 -10.17063 0.263
H 0.75915 24.92298 -8.83267 0.646
H -0.14288 26.01122 -6.91290 0.277
H -1.68743 26.80809 -7.12430 0.285
H -0.28554 27.34781 -8.09629 0.290
H -1.55796 24.89738 -11.74572 -1.577
H -2.44692 24.60350 -10.49937 0.437
C -8.18601 22.74056 -13.14938 -1.587
C -6.73546 23.08429 -13.41788 1.976
C -6.64647 24.56280 -13.73792 -0.787
O -7.10133 24.78796 -15.04708 -0.052
C -7.46216 26.11778 -15.30514 -0.840
N -5.85324 22.79550 -12.30882 -0.768
H -8.78365 23.01115 -14.01984 0.386
H -8.55083 23.29825 -12.28196 0.464
H -8.37696 21.68396 -12.93212 0.324
H -6.42854 22.65113 -14.39638 -0.852
H -5.62537 24.95281 -13.58987 0.036
H -7.22647 25.14045 -12.99617 0.382
H -7.56122 26.24864 -16.38691 0.101
H -6.75405 26.81972 -14.86475 0.342
H -8.49573 26.29423 -14.96758 0.356
H -5.87230 21.79882 -12.10776 -0.149
H -4.88579 23.02832 -12.54693 0.095
C -3.01753 22.02055 -7.93653 -1.544
C -3.49720 21.92910 -9.37878 2.285
C -3.97968 20.51054 -9.64456 -0.980
O -4.52874 20.39543 -10.96115 0.013
C -4.69780 19.07318 -11.38849 -0.752
N -4.59022 22.95003 -9.56866 -0.470
H -2.23655 21.26565 -7.75998 0.130
H -3.83608 21.71627 -7.27719 0.549
H -2.63314 23.00436 -7.69208 0.199
H -2.69889 22.16337 -10.08732 -0.920
H -4.74876 20.22695 -8.90372 0.334
H -3.13281 19.80498 -9.56935 0.281
H -5.21618 18.44684 -10.65386 0.413
H -3.72825 18.62234 -11.63942 0.071
H -5.26617 19.08274 -12.32041 0.255
H -5.36901 22.72350 -8.94940 0.398
H -4.96554 22.73728 -10.50609 0.203
C -9.77118 19.56956 -14.80066 -1.495
C -9.22881 19.78564 -16.20924 0.510
C -8.56257 21.13901 -16.26853 -0.471
O -8.22042 21.51249 -17.58469 -0.486
C -7.23650 22.53606 -17.59909 0.111
N -8.33118 18.69034 -16.56919 -0.462
H -10.57055 18.83401 -14.71629 0.379
H -10.10795 20.51690 -14.36554 0.352
H -9.00715 19.23084 -14.08596 0.295
H -10.09240 19.80381 -16.88687 0.240
H -7.68500 21.16189 -15.60489 -0.062
H -9.29164 21.86942 -15.87941 0.429
H -7.51635 23.43312 -17.04083 0.134
H -7.07086 22.75849 -18.65039 0.096
H -6.30546 22.15345 -17.14915 -0.059
H -8.11066 18.06058 -15.81682 0.236
H -7.49511 18.94400 -17.06500 0.102
C -0.04014 19.96689 -9.80898 0.182
C 1.19790 19.88987 -8.93658 0.803
C 0.92708 20.41600 -7.54006 -1.224
O 0.56213 21.77036 -7.67943 -0.004
C 0.43330 22.42688 -6.42286 -0.765
N 1.68961 18.49406 -8.85094 -0.770
H -0.41786 20.98862 -9.75976 -0.528
H -0.81520 19.29069 -9.45011 0.408
H 0.26382 19.73658 -10.83274 -0.456
H 1.99103 20.53421 -9.34565 0.267
H 1.88626 20.37412 -6.99404 0.553
H 0.17790 19.81162 -7.01641 0.347
H 1.41946 22.55771 -5.96483 0.352
H -0.27869 21.89757 -5.78208 0.361
H 0.01330 23.41559 -6.62004 0.023
H 2.10800 18.24987 -9.74199 0.018
H 2.47285 18.49678 -8.19683 0.349
C -2.12762 17.10307 -13.26677 -1.223
C -1.25850 16.20531 -14.12493 -0.039
C -0.45485 17.01434 -15.11190 0.181
O -1.27566 17.95856 -15.79511 -0.141
C -0.65456 18.96063 -16.53802 -0.570
N -0.40464 15.43247 -13.21063 -0.635
H -2.88492 16.53637 -12.71733 0.497
H -2.75489 17.77786 -13.86210 0.278
H -1.56879 17.72165 -12.56177 0.008
H -1.87573 15.45345 -14.61898 0.463
H 0.07949 16.40455 -15.85829 0.576
H 0.30223 17.61256 -14.57849 -0.375
H -0.13056 18.57684 -17.42363 0.459
H -0.01543 19.60870 -15.93044 0.393
H -1.51578 19.52128 -16.90698 -0.290
H 0.40794 15.90885 -12.84613 -0.063
H -0.03057 14.61980 -13.69245 0.410
C 2.84369 15.50929 -13.76433 -1.080
C 3.59812 16.58749 -12.97461 0.667
C 2.66419 17.26486 -11.96723 -1.633
O 1.73876 18.14452 -12.58768 0.320
C 2.29916 19.35363 -13.04684 -0.651
N 4.70008 15.97779 -12.19291 -0.769
H 2.41093 14.74985 -13.09838 0.329
H 3.50408 14.92082 -14.40394 0.442
H 2.01851 15.94292 -14.32682 -0.098
H 4.06256 17.26206 -13.69451 0.385
H 3.21865 17.76933 -11.16962 0.502
H 2.06930 16.46205 -11.51849 0.567
H 1.48177 19.93901 -13.47465 -0.088
H 3.00750 19.21924 -13.87395 0.382
H 2.75928 19.90911 -12.22218 0.332
H 4.36624 15.14462 -11.71117 0.272
H 5.44050 15.62363 -12.78965 0.289
C -6.14199 27.98312 -18.53294 -1.023
C -5.07985 28.03604 -19.65164 1.368
C -5.31524 26.95586 -20.65980 -1.298
O -5.07534 25.69232 -20.09041 0.248
C -5.67268 24.62920 -20.78442 -0.689
N -5.04180 29.31541 -20.37329 -0.820
H -6.06493 27.01047 -18.04789 -0.190
H -7.11619 28.14532 -18.99802 0.473
H -5.90116 28.78925 -17.84116 0.393
H -4.09118 27.96142 -19.18912 -0.434
H -4.76683 27.12505 -21.59908 0.359
H -6.38130 27.00241 -20.96688 0.513
H -6.76384 24.72760 -20.83511 0.333
H -5.36274 23.70816 -20.29724 -0.043
H -5.28649 24.58170 -21.81456 0.355
H -5.08171 30.09881 -19.72698 0.275
H -5.87314 29.44570 -20.95033 0.272
C -0.64423 27.20027 -11.38924 -1.836
C -1.11009 26.53697 -12.68899 0.395
C -0.15367 25.50825 -13.22795 1.538
O 1.14734 26.04935 -13.26912 -0.563
C 2.01868 25.20182 -13.90580 -0.485
N -2.43631 25.94894 -12.49210 0.191
H 0.43880 27.31481 -11.36668 0.441
H -0.92587 26.56806 -10.53793 0.522
H -1.10240 28.18024 -11.25930 0.565
H -1.14152 27.36803 -13.42021 0.246
H -0.52126 25.15970 -14.19961 -0.119
H -0.08977 24.65133 -12.53434 -0.938
H 2.19994 24.26594 -13.34518 0.161
H 3.00210 25.66429 -13.98204 0.332
H 1.66837 24.90689 -14.90265 0.125
H -2.97254 25.86260 -13.36645 -0.606
H -2.97787 26.56984 -11.89937 0.305
C -3.88524 27.85335 -15.86737 -1.732
C -3.58083 26.42416 -16.28400 1.719
C -2.09697 26.22300 -16.52276 -0.147
O -1.62452 26.82213 -17.65524 -0.544
C -1.95913 26.09620 -18.80903 0.108
N -4.00716 25.46212 -15.24448 1.415
H -3.28742 28.14386 -14.99602 0.094
H -4.94021 27.98233 -15.62945 0.345
H -3.57028 28.53474 -16.66390 0.440
H -4.12510 26.20588 -17.21702 -0.558
H -1.84057 25.15549 -16.49807 0.148
H -1.59138 26.70696 -15.68474 -0.193
H -1.33911 25.17948 -18.85022 -0.142
H -1.65167 26.62697 -19.71166 0.394
H -3.00935 25.81590 -18.85854 -0.099
H -5.02691 25.36958 -15.24693 -0.338
H -3.72186 24.54818 -15.63621 -0.614
```

## Properties
* orbital gap: 8.551 eV



B) 14 unconnected molecules or ions with the total composition C56H154N14O14. Source: OMol25; level of theory: wB97M-V/def2-TZVPD.

```
238
Properties=species:S:1:pos:R:3:mulliken_charge:R:1
C -12.99382 -17.04989 3.75522 -0.723
C -13.01553 -16.18664 2.49648 1.004
C -12.22062 -16.76661 1.31574 -1.219
O -10.88537 -16.93020 1.69287 0.135
C -10.20037 -17.82919 0.76051 -0.924
N -14.43419 -15.98771 2.18535 -0.807
H -11.97546 -17.18195 4.12073 -0.573
H -13.44164 -18.03158 3.60076 0.631
H -13.37334 -16.46044 4.58985 0.351
H -12.66133 -15.19771 2.78744 -0.015
H -12.26566 -16.09782 0.45621 0.413
H -12.73681 -17.66505 0.97744 0.487
H -10.31668 -17.75779 -0.32092 0.361
H -10.46650 -18.85143 1.02939 0.205
H -9.13551 -17.86243 0.99085 0.190
H -14.95414 -16.81962 1.94518 0.309
H -14.91867 -15.62170 2.99245 0.282
C -15.11907 -14.92859 11.34897 -1.027
C -15.94186 -15.97319 10.48949 1.408
C -16.19999 -17.32725 11.18042 -1.100
O -14.97808 -17.93398 11.40402 0.721
C -15.05331 -19.03394 12.23986 -0.576
N -17.11115 -15.24625 10.09458 -0.831
H -15.75436 -14.40010 12.05975 0.409
H -14.64452 -14.11930 10.79404 0.511
H -14.39264 -15.53327 11.89189 -0.280
H -15.38233 -16.13102 9.56748 -0.346
H -16.80115 -18.06798 10.65314 0.046
H -16.80629 -17.15655 12.07001 0.340
H -15.25049 -18.71694 13.26394 -0.028
H -14.19867 -19.69861 12.11373 -0.088
H -15.91661 -19.61505 11.91562 0.384
H -17.54170 -15.67753 9.28914 0.320
H -16.79728 -14.35554 9.73651 0.349
C -6.11495 -14.18453 14.01282 -1.664
C -7.13431 -14.98336 13.23404 1.098
C -7.14749 -16.44064 13.75689 -0.605
O -8.16200 -17.15696 13.11750 -0.006
C -8.15479 -18.51851 13.57646 -0.331
N -8.40290 -14.33971 13.43006 -0.440
H -5.98694 -13.20966 13.54236 0.395
H -5.13895 -14.66221 13.92717 0.395
H -6.41312 -14.13561 15.06010 0.237
H -6.83244 -14.95230 12.18713 -0.093
H -7.39905 -16.40623 14.81691 -0.417
H -6.18012 -16.88060 13.51454 0.480
H -7.16025 -18.93802 13.42475 0.357
H -8.83729 -19.03245 12.89959 0.075
H -8.51597 -18.62048 14.59981 -0.457
H -8.99955 -14.49331 12.62974 -0.015
H -8.82505 -14.64800 14.29426 0.323
C -8.52356 -17.70288 17.88102 -0.126
C -8.04064 -16.21073 17.90556 0.713
C -9.18879 -15.19710 17.40361 -0.759
O -9.60147 -15.32926 16.02129 -0.248
C -10.95333 -14.81394 15.76559 -0.797
N -7.49668 -15.88700 19.26377 -0.761
H -7.72595 -18.32823 18.28210 0.517
H -8.72677 -18.03601 16.86327 -0.443
H -9.47472 -17.89710 18.37667 -0.142
H -7.29524 -16.17157 17.11125 -0.173
H -8.85520 -14.16238 17.48215 0.398
H -10.05731 -15.30641 18.05308 0.257
H -11.13404 -14.60817 14.71055 0.183
H -11.05790 -13.84077 16.24528 0.517
H -11.75373 -15.44290 16.15527 0.127
H -7.34556 -14.89455 19.37471 0.271
H -8.31108 -16.03173 19.84333 0.309
C -5.78679 -14.16846 8.57691 -1.566
C -7.02483 -13.21605 8.81728 0.589
C -7.09957 -11.94530 7.87838 -0.523
O -6.00254 -11.05615 7.95137 -0.480
C -6.03720 -10.12889 8.97280 -0.574
N -8.23301 -14.00474 8.55567 1.306
H -5.71160 -14.45342 7.52750 0.239
H -5.81132 -15.01843 9.25885 0.266
H -4.82952 -13.66310 8.70475 0.479
H -6.94844 -12.86939 9.84786 0.504
H -8.06054 -11.46136 8.05284 0.473
H -7.03015 -12.29182 6.84726 -0.058
H -5.10842 -9.57736 9.11862 0.280
H -6.17533 -10.73874 9.86561 0.237
H -6.82585 -9.40324 8.77387 0.247
H -8.08609 -14.87728 9.04269 -0.224
H -8.24568 -14.40125 7.62684 -0.853
C -11.56340 -16.92661 12.53570 -0.397
C -10.90834 -17.21180 11.19106 0.498
C -11.84104 -17.17164 9.97960 -0.011
O -11.12195 -17.68472 8.83303 0.778
C -11.80287 -17.42241 7.57077 -0.133
N -9.72128 -16.26416 11.13444 1.626
H -12.36410 -17.64294 12.71970 -0.267
H -12.01623 -15.93559 12.50524 -0.046
H -10.94383 -16.94816 13.43223 0.050
H -10.46601 -18.20676 11.24110 -0.246
H -12.15286 -16.15898 9.72391 0.038
H -12.66992 -17.87469 10.06199 0.020
H -12.58618 -18.16096 7.40026 -0.145
H -11.07820 -17.48688 6.75910 -0.389
H -12.18510 -16.40180 7.58983 0.322
H -9.21970 -16.41262 11.99843 -0.417
H -9.04678 -16.49667 10.41954 -0.069
C -14.90113 -15.12969 18.42153 -0.972
C -16.15187 -15.37916 17.49697 0.606
C -16.28456 -16.79139 16.86560 -0.932
O -15.24358 -17.07601 15.97355 -0.057
C -15.36668 -16.50029 14.62750 -0.484
N -17.32466 -15.14687 18.38034 -0.749
H -14.86945 -14.09237 18.75481 0.422
H -13.96297 -15.22157 17.87425 -0.003
H -14.76312 -15.66583 19.36047 0.269
H -16.23818 -14.71036 16.64061 0.191
H -17.25203 -16.88989 16.37326 0.347
H -16.09986 -17.56860 17.60717 0.323
H -14.45463 -16.67714 14.05743 -0.172
H -15.53344 -15.42384 14.58828 0.340
H -16.19329 -17.01799 14.14088 0.288
H -17.24612 -15.83786 19.11278 0.285
H -18.22308 -15.32107 17.95302 0.262
C -11.95345 -11.49949 10.43772 -1.881
C -11.60177 -12.94943 9.91682 0.965
C -11.60398 -13.01600 8.38174 0.572
O -12.93083 -13.11744 7.94348 -0.407
C -13.05294 -13.06258 6.48703 -0.232
N -10.32376 -13.39078 10.49024 -0.424
H -11.20711 -10.75690 10.15552 0.404
H -11.98497 -11.53301 11.52675 0.399
H -12.85895 -11.15357 9.93920 0.370
H -12.39361 -13.58651 10.31081 -0.503
H -10.92081 -13.78491 8.02097 -0.648
H -11.16128 -12.08424 8.02969 0.741
H -12.46910 -13.85458 6.01802 -0.320
H -12.62758 -12.10427 6.18903 0.349
H -14.08521 -13.22542 6.17719 0.336
H -9.57455 -13.37693 9.81304 0.178
H -10.48738 -14.36671 10.69243 -0.071
C -9.49151 -13.40716 5.31325 -1.812
C -9.57532 -14.86272 5.07135 1.901
C -9.32791 -15.21016 3.56196 -0.386
O -7.97881 -15.07145 3.19286 -0.420
C -7.75182 -15.32091 1.84806 -0.814
N -8.60257 -15.52792 5.95981 0.018
H -8.57222 -12.95735 4.93818 0.292
H -9.59982 -13.13278 6.36258 0.164
H -10.36835 -13.03863 4.78085 0.471
H -10.58437 -15.20946 5.29423 -0.833
H -9.95859 -14.49931 3.02807 0.691
H -9.62291 -16.24912 3.41492 -0.314
H -8.61691 -15.10251 1.22195 0.316
H -7.65960 -16.40052 1.72958 0.186
H -6.86919 -14.81897 1.45168 0.328
H -8.57723 -16.53702 5.92569 -0.451
H -7.71789 -15.26247 5.55117 0.194
C -17.18906 -19.62719 7.75208 -1.326
C -17.11158 -18.83327 6.46182 0.457
C -16.36430 -17.48439 6.58084 -0.236
O -16.87338 -16.61814 7.57639 -0.083
C -18.31093 -16.31214 7.37204 -1.086
N -16.48002 -19.72335 5.50639 -0.591
H -17.96671 -19.18955 8.37804 0.324
H -16.23134 -19.72507 8.26324 0.002
H -17.51114 -20.65013 7.55728 0.551
H -18.14682 -18.73682 6.13460 0.329
H -16.39342 -17.04368 5.58433 0.274
H -15.30587 -17.61614 6.80550 -0.135
H -18.59999 -15.60478 8.14934 0.467
H -19.02124 -17.13891 7.37381 0.342
H -18.55158 -15.67404 6.52173 0.330
H -16.46929 -19.22505 4.62793 0.211
H -17.05961 -20.52738 5.31217 0.245
C -12.15981 -20.14214 5.26363 0.086
C -11.72344 -20.93253 4.03033 0.789
C -12.20559 -22.45234 4.08768 -0.946
O -11.56906 -23.19944 3.00688 -0.327
C -12.07610 -24.53264 2.90998 -0.794
N -12.17983 -20.26273 2.85669 -0.705
H -13.20767 -20.17272 5.56219 0.328
H -11.82439 -19.10527 5.24142 -0.965
H -11.71750 -20.65192 6.11954 0.210
H -10.63981 -20.99829 3.93270 0.179
H -13.29312 -22.42242 4.02072 0.434
H -11.87624 -22.93389 5.00840 0.453
H -12.07933 -25.18666 3.78196 0.292
H -11.51992 -25.03729 2.11998 0.252
H -13.12113 -24.44756 2.61203 0.339
H -11.91110 -19.29997 2.71189 -0.139
H -11.76051 -20.71112 2.05468 0.396
C -13.37313 -21.32503 8.94526 -1.625
C -12.09153 -20.97462 9.70472 2.331
C -11.55694 -22.12442 10.58462 -1.442
O -10.48685 -21.65198 11.34103 -0.061
C -9.96446 -22.51630 12.27044 -0.831
N -11.17403 -20.59876 8.68743 -0.246
H -13.62103 -20.52292 8.25009 0.053
H -14.23086 -21.47806 9.60023 0.469
H -13.36164 -22.21696 8.31883 0.455
H -12.39664 -20.17770 10.38289 -0.828
H -11.13974 -22.84947 9.88580 0.354
H -12.30434 -22.49810 11.28452 0.596
H -9.35767 -22.06318 13.05439 0.164
H -9.28318 -23.25827 11.85399 0.268
H -10.82437 -22.99168 12.74232 0.357
H -10.25549 -20.60351 9.10739 0.374
H -11.28537 -19.62307 8.45137 -0.965
C -7.43694 -19.06035 9.51741 -1.350
C -7.54802 -18.17863 8.26242 0.277
C -8.12215 -18.94619 7.00202 -0.558
O -8.00739 -18.21238 5.81640 -0.615
C -8.43855 -18.82132 4.59848 -0.605
N -8.35889 -17.03641 8.58938 0.337
H -8.42826 -19.43239 9.77618 -0.019
H -6.98565 -18.53685 10.36025 0.168
H -6.80225 -19.91538 9.28464 0.651
H -6.55059 -17.79889 8.04099 0.572
H -9.15077 -19.25032 7.19577 -0.028
H -7.65572 -19.91348 6.81522 0.613
H -8.04102 -19.82447 4.44435 0.498
H -8.07171 -18.21536 3.77002 0.269
H -9.51408 -18.85716 4.42508 -0.035
H -8.52719 -16.53330 7.72993 0.448
H -9.30136 -17.38632 8.68645 -0.347
C -12.22769 -19.78267 15.18730 -0.621
C -11.99221 -20.10537 16.66208 0.474
C -12.19904 -18.83604 17.52231 0.169
O -11.78887 -19.05985 18.85649 -0.480
C -11.93885 -17.94033 19.67344 -0.622
N -12.94225 -21.11010 17.10117 -0.742
H -13.22866 -19.41807 14.95660 0.251
H -11.94147 -20.66694 14.61787 0.247
H -11.58213 -18.98122 14.82811 -0.247
H -10.94234 -20.38280 16.75636 0.243
H -13.22698 -18.47366 17.51151 0.292
H -11.64068 -17.98037 17.14263 -0.250
H -11.42995 -18.31027 20.56353 0.316
H -12.96840 -17.79997 20.00271 0.336
H -11.33325 -17.06726 19.43033 0.089
H -12.78336 -22.00254 16.65575 0.244
H -12.73123 -21.22403 18.08228 0.277
```

## Properties
* orbital gap: 8.072 eV



Which one is most stable, and which one is least stable? A) is the most stable of them, while B) is the least stable.